No. 1
This record from OMol25 describes C11H28BNO2RbS as an isolated structure at a distorted geometry. The level of theory is ωB97M-V/def2-TZVPD.

Kohn-Sham gap = 3.067 eV
Highest occupied orbital energy = -0.0782 hartree
LUMO = 0.939 eV

```
! RIJCOSX wB97M-V def2-TZVPD def2/J DEFGRID3
* xyz -1 1
Rb -1.58135 0.96382 -2.92408
C 0.68453 -3.05719 1.37555
C -0.15918 -2.55030 2.64221
C 0.59624 -2.74694 3.94780
C 1.85800 -1.98885 4.11572
C 1.59797 -0.49377 4.06112
C 0.71087 -0.08445 2.83062
N -0.37133 -1.07944 2.50131
O -1.13518 -0.55776 1.29588
C 1.70403 0.07875 1.56210
C 0.10680 1.29580 3.29454
C -1.53417 -3.15703 2.77037
H 0.67473 -2.34083 0.55406
H 0.37210 -4.08343 1.18239
H 1.74129 -3.08013 1.64170
H 0.71578 -3.82929 3.99604
H -0.11249 -2.38885 4.69452
H 2.65833 -2.23550 3.41806
H 2.31217 -2.33945 5.04249
H 2.57727 -0.02979 3.94361
H 1.14097 -0.32148 5.03557
H 2.42175 0.87123 1.77417
H 1.11093 0.31889 0.67968
H 2.21632 -0.82892 1.24307
H -0.39753 1.70336 2.41839
H 0.81965 2.04815 3.63206
H -0.61573 1.05879 4.07548
H -1.88128 -3.27324 1.74368
H -2.19003 -2.61633 3.45271
H -1.51489 -4.16229 3.19130
B -5.45737 2.82037 -1.75754
H -5.25144 1.76945 -1.88949
H -4.62938 3.45108 -2.04192
H -6.34190 2.96219 -2.35898
H -5.74900 2.85365 -0.71923
C 1.20985 3.79020 -7.60932
S 1.88595 2.86801 -6.17168
O 0.77500 3.19764 -5.14475
C 1.45002 1.11262 -6.81355
H 0.83639 4.78452 -7.36447
H 0.32409 3.22579 -7.90079
H 1.96127 3.82199 -8.39829
H 2.14791 0.94906 -7.63470
H 0.48352 0.92504 -7.28130
H 1.82855 0.37485 -6.10609
*
```

***

No. 2
This record from OMol25 describes a 2-piece molecular cluster, C11H28BrIN5O2PSi2 overall. The level of theory is ωB97M-V/def2-TZVPD.

Kohn-Sham gap = 4.216 eV
Highest occupied orbital energy = -0.2168 hartree
LUMO = -1.684 eV

```
! RIJCOSX wB97M-V def2-TZVPD def2/J DEFGRID3
* xyz 0 1
C -1.22692 0.12000 0.81416
C -1.90124 -0.39078 2.09891
I -0.93047 -2.13374 2.86337
C -2.15221 0.66958 3.19044
N -1.38280 1.92368 3.06572
C -1.87949 3.16492 2.97703
P -3.70583 3.59475 3.00077
O -3.52199 4.81721 1.96560
O -3.70987 4.42443 4.40646
N -0.90821 4.06831 2.86028
C 0.22994 3.38538 2.89470
N 1.49006 3.87509 2.82328
N -0.02937 2.06596 3.05034
Br 1.21485 0.73994 3.22459
H -1.29679 1.20304 0.71018
H -1.70288 -0.33847 -0.04851
H -0.19368 -0.19517 0.73408
H -2.87610 -0.77289 1.81921
H -3.18065 1.00754 3.09618
H -1.99979 0.27415 4.19160
H -4.37161 5.03224 1.56365
H -3.70287 3.85145 5.18194
H 1.77415 4.57568 3.48181
H 2.13085 3.57149 2.11137
C -1.74611 -1.56674 -3.53586
Si 0.01642 -2.14392 -3.13919
C 0.91705 -2.26668 -4.80622
C -0.15691 -3.92623 -2.49559
N 0.71037 -1.08670 -2.05704
Si 2.21127 -1.09256 -1.36037
C 3.68708 -0.93158 -2.53973
C 2.56159 -2.60360 -0.25390
C 2.32795 0.42106 -0.19621
H -2.25272 -2.23115 -4.24335
H -2.34391 -1.52962 -2.62041
H -1.72186 -0.56415 -3.96986
H 0.31192 -2.78759 -5.55611
H 1.85920 -2.81404 -4.71307
H 1.13793 -1.26671 -5.18638
H -0.58633 -3.92247 -1.49015
H 0.81139 -4.43256 -2.45221
H -0.80903 -4.52751 -3.13851
H 3.84810 -1.85866 -3.09542
H 4.61840 -0.70723 -2.00689
H 3.50755 -0.12639 -3.25530
H 1.69963 -2.80289 0.38930
H 3.43669 -2.45021 0.39015
H 2.75620 -3.49587 -0.85366
H 1.53817 0.36365 0.54966
H 2.20118 1.34393 -0.76838
H 3.29165 0.47259 0.32747
*
```

***

No. 3
This record from OMol25 describes a 2-piece molecular cluster, C11H28BrNO3P overall at a distorted geometry. The level of theory is ωB97M-V/def2-TZVPD.

Kohn-Sham gap = 6.958 eV
Highest occupied orbital energy = -0.3825 hartree
LUMO = -3.450 eV

```
! RIJCOSX wB97M-V def2-TZVPD def2/J DEFGRID3
* xyz 1 1
C -2.48489 3.14956 -3.59594
C -1.23722 2.06119 -3.36475
O -0.76514 1.44502 -4.45103
O -0.81055 1.84863 -1.97380
C 0.59543 1.42728 -1.87334
C 0.73560 0.69008 -0.37857
P 0.94542 1.94597 1.04781
C 1.19228 3.03855 2.59996
C 1.43686 4.63668 2.26417
C 3.01977 5.06116 2.35135
Br 3.97632 5.08714 0.59130
H -2.18247 4.24999 -3.31496
H -3.37055 2.74012 -2.93542
H -2.83368 3.02404 -4.72048
H 1.37247 2.32133 -1.86379
H 0.92958 0.61605 -2.64815
H -0.27125 0.05755 -0.27140
H 1.66319 -0.03644 -0.41823
H 0.99718 3.08141 0.14522
H 2.16783 1.25580 1.40771
H -0.30564 1.48997 1.64144
H 0.26609 2.91012 3.31493
H 2.14280 2.68386 3.21060
H 0.83612 5.23710 3.08599
H 1.02962 4.97959 1.22120
H 3.55822 4.35573 3.13404
H 3.04507 6.15068 2.82833
C -2.19294 -4.88971 -0.45089
C -1.58135 -4.55307 0.90267
C -0.84341 -3.20579 0.92262
O 0.41395 -3.32622 0.24404
C 0.37721 -2.94138 -1.12907
N -0.57911 -5.61239 1.23472
H -1.43984 -5.16131 -1.19450
H -2.87419 -5.74492 -0.35798
H -2.77289 -4.04517 -0.83970
H -2.35406 -4.58045 1.67800
H -0.60459 -2.95729 1.96356
H -1.45451 -2.38351 0.53146
H -0.41366 -2.21691 -1.34344
H 0.24286 -3.83374 -1.74533
H 1.34177 -2.49808 -1.38661
H -0.90562 -6.56658 1.04382
H -0.28174 -5.55815 2.21788
H 0.27365 -5.43349 0.67456
*
```